A cluster of 11 separate species, C94H201N11O11 in total, computed with ωB97M-V/def2-TZVPD.

Structure (XYZ):
```
317
Properties=species:S:1:pos:R:3:forces:R:3
C -1.405522 1.771256 0.650357 -0.367 -0.800 1.724
C 0.119007 1.577231 0.415628 -2.590 -1.069 1.862
C 0.527068 0.140461 0.347289 -0.951 -0.864 -1.442
O 1.914119 0.017938 0.086745 0.728 0.208 0.116
C 2.380688 -1.302570 -0.097726 -0.809 -1.049 -0.134
N 0.253632 2.327435 -0.767120 1.795 0.844 -1.162
H -1.710541 2.810877 0.769668 0.581 0.210 -0.184
H -1.734039 1.329247 1.591000 -0.009 -0.298 0.260
H -2.078631 1.383093 -0.114079 0.483 -0.257 -0.393
H 0.644110 2.001148 1.271577 0.175 0.209 0.059
H -0.030139 -0.307856 -0.475278 -0.009 -0.067 -0.683
H 0.082036 -0.432453 1.160817 0.846 0.026 0.913
H 1.994958 -1.820211 -0.975995 -1.318 0.163 -0.202
H 2.116102 -1.886100 0.784081 0.174 -0.276 0.060
H 3.412908 -1.505429 -0.383144 0.675 1.416 0.897
H 1.060446 2.002466 -1.280497 0.658 0.228 -0.137
H 0.501115 3.186208 -0.296629 0.155 1.117 -1.336
C 8.054870 -7.705819 3.457588 -1.033 1.350 0.119
C 8.354698 -6.445397 2.608135 1.838 0.541 -0.792
C 9.159543 -6.957684 1.386906 -1.224 0.303 -1.022
C 9.336416 -5.963181 0.231604 -1.338 0.772 0.182
C 7.953453 -5.435586 -0.247908 0.549 -1.037 1.560
C 7.090069 -4.886817 0.918750 -0.673 0.082 -0.631
N 7.153352 -5.678951 2.153365 2.485 -3.079 -2.642
O 6.337203 -5.247359 3.128443 -1.142 0.396 1.582
C 7.483558 -3.484079 1.300976 0.640 1.381 0.550
C 5.650776 -4.825789 0.351315 0.146 0.302 0.078
C 9.450806 -5.568639 3.307700 -0.753 0.433 1.137
H 7.445385 -8.417496 2.900681 0.302 -0.181 -0.140
H 7.441370 -7.399592 4.304902 0.042 -0.045 0.289
H 8.978284 -8.122895 3.859420 -0.109 -0.138 -0.300
H 10.096962 -7.393706 1.732208 -0.001 0.106 0.011
H 8.593166 -7.736710 0.876582 -0.132 -0.563 0.298
H 9.745122 -6.539893 -0.598131 0.646 0.583 -0.038
H 9.795086 -5.001799 0.462837 1.213 -0.513 0.145
H 7.459141 -6.301332 -0.688630 -0.392 0.281 -0.348
H 8.112424 -4.603406 -0.933679 -0.245 -0.293 -0.308
H 7.590239 -2.681443 0.571265 -0.034 -0.488 -0.843
H 6.748505 -3.036820 1.970121 0.035 -0.345 0.442
H 8.446810 -3.533084 1.808749 -0.017 0.178 0.214
H 4.933503 -4.495841 1.102825 -0.019 -0.063 0.031
H 5.684156 -4.061653 -0.425264 -0.109 0.205 -0.095
H 5.293573 -5.722348 -0.155332 0.166 -0.270 0.352
H 10.232166 -5.231473 2.626589 -0.208 0.121 -0.018
H 9.946975 -6.063547 4.142551 0.098 -0.513 -0.186
H 9.010832 -4.713386 3.820592 -0.147 0.280 -0.273
H 5.710317 -5.974412 3.130823 -0.637 0.275 0.617
C -2.665331 -0.051039 -4.731813 -0.261 2.023 0.377
C -1.148027 0.039610 -4.360828 0.002 -2.066 -0.504
C -0.202226 -0.579215 -5.445905 0.338 -0.099 0.744
C 0.029565 0.267972 -6.627172 -0.671 0.929 -0.659
C 0.353284 1.705876 -6.251825 -0.751 -0.148 -0.901
C -0.519767 2.385290 -5.168887 0.691 -0.195 -0.768
N -0.643317 1.415906 -4.086404 0.360 -1.203 -0.046
O -1.358147 1.987651 -3.036790 -1.009 0.166 -0.132
C 0.344500 3.650177 -4.650336 -1.627 -0.473 0.000
C -1.899089 2.789940 -5.851581 0.540 1.507 0.597
C -0.936545 -0.922949 -3.101022 -0.770 1.592 -0.062
H -3.169421 0.455663 -3.908876 -0.232 -0.569 0.661
H -3.186724 -0.978154 -4.969926 0.695 -0.354 0.268
H -2.996074 0.678581 -5.470991 0.580 -0.371 -0.711
H 0.753458 -0.676792 -4.930884 0.134 -0.570 0.091
H -0.554968 -1.513747 -5.882153 -0.110 -0.490 0.951
H -0.854462 0.150152 -7.253832 -0.433 0.668 -0.113
H 0.807074 -0.035167 -7.328385 0.362 -0.527 0.384
H 0.129598 2.179036 -7.207960 0.659 0.951 0.113
H 1.415773 1.732883 -6.009985 -0.010 0.357 0.113
H 1.036291 3.502486 -3.821043 0.004 -0.925 -0.070
H 0.936762 4.093879 -5.450627 -0.349 0.007 -0.214
H -0.353217 4.373222 -4.227875 -0.055 0.300 -0.296
H -2.225225 2.215114 -6.718368 0.314 -0.351 0.239
H -2.742202 2.944758 -5.178307 0.103 -0.763 0.485
H -1.839384 3.820699 -6.200961 0.589 0.156 -0.430
H 0.078999 -0.856587 -2.710682 0.178 -0.258 -0.296
H -1.287930 -1.946913 -3.228000 0.493 -0.047 -0.657
H -1.578877 -0.629481 -2.270729 -0.105 0.566 0.072
H -0.726450 1.982477 -2.313934 0.087 0.370 0.845
C 6.027286 3.155649 0.642233 -0.990 0.737 -0.649
C 6.429342 2.098611 -0.431636 -0.448 -1.275 0.792
C 5.311897 1.029389 -0.707721 -1.854 1.509 1.459
C 4.103783 1.535207 -1.539326 1.397 0.034 -1.743
C 4.656176 2.134424 -2.897593 -0.961 0.104 1.318
C 5.804187 3.219311 -2.745536 -1.978 -1.781 1.268
N 6.793987 2.608226 -1.774171 0.267 -0.581 -0.221
O 8.067120 3.251572 -1.774324 -0.545 0.651 0.255
C 6.432070 3.341718 -4.097944 0.812 0.137 -0.237
C 5.074068 4.553209 -2.279464 1.304 -1.468 0.471
C 7.538901 1.288784 0.339067 0.505 1.302 -1.343
H 6.055703 2.875610 1.695264 0.234 -0.749 -0.181
H 5.000777 3.498354 0.512081 -0.162 0.062 -0.270
H 6.629873 4.063455 0.612845 0.324 -0.069 -0.405
H 5.638516 0.042234 -1.034748 0.532 0.354 -0.489
H 4.872336 0.839259 0.271430 0.102 -0.237 0.415
H 3.388141 2.229042 -1.098248 0.656 0.382 0.711
H 3.430248 0.708075 -1.763570 0.237 -0.268 -0.222
H 3.787550 2.637525 -3.322435 0.073 0.245 -0.429
H 4.863330 1.301162 -3.569053 0.649 0.067 -0.022
H 7.214229 4.100012 -4.061713 -0.192 0.278 -0.407
H 6.919759 2.422239 -4.421691 0.017 -0.234 0.301
H 5.665169 3.520135 -4.851691 0.053 0.488 0.070
H 4.757495 5.164617 -3.124483 0.366 0.158 0.149
H 4.201564 4.327502 -1.666363 -0.050 -0.115 -0.070
H 5.809131 4.968493 -1.590025 -0.166 0.972 -0.328
H 7.211253 1.015482 1.342095 -0.385 -0.399 -0.394
H 8.354760 1.987315 0.524908 0.294 -0.064 -0.111
H 7.919828 0.463269 -0.262207 -0.043 -0.206 0.216
H 8.650197 2.617033 -2.197388 -0.017 -0.121 -0.074
C -4.792710 9.036606 -0.248604 0.656 1.397 0.954
C -5.306360 7.630783 0.189369 -0.380 0.854 -1.788
C -6.539089 7.254413 -0.732243 1.071 0.800 0.017
C -6.165201 6.806265 -2.101730 1.217 -1.749 0.526
C -5.229812 5.581592 -1.920601 1.073 0.515 -0.698
C -3.904919 5.906917 -1.116962 -0.286 -0.463 0.529
N -4.323126 6.589465 0.119602 -1.012 -1.996 -0.840
O -3.295943 6.732231 1.034784 1.088 0.730 0.172
C -3.231688 4.503429 -0.747889 0.181 1.606 -1.030
C -2.965788 6.803531 -1.941233 0.176 0.274 1.350
C -5.840596 7.625992 1.604381 -0.248 2.042 0.095
H -3.975860 9.441701 0.348695 0.353 -0.755 0.772
H -5.490047 9.853215 -0.061608 -0.776 -0.293 -0.186
H -4.340147 9.275561 -1.210988 -0.646 -0.965 -0.611
H -7.083379 6.456346 -0.227317 -0.324 0.157 -0.060
H -7.147031 8.111304 -1.022476 -0.359 0.424 1.474
H -5.586284 7.522660 -2.684597 -0.165 0.399 0.196
H -7.106340 6.659578 -2.631659 0.230 -0.625 -0.346
H -4.885463 5.355324 -2.929722 0.117 -0.680 -0.022
H -5.620556 4.685389 -1.438695 -0.633 0.163 -0.169
H -3.684385 3.993994 0.102782 -0.472 -0.052 -0.430
H -3.228766 3.987131 -1.707849 -0.448 -0.739 0.234
H -2.162866 4.526371 -0.535312 0.085 0.716 0.217
H -3.540902 7.663852 -2.283561 0.155 -0.357 -0.927
H -2.303765 7.292048 -1.226261 0.365 -0.188 0.187
H -2.310034 6.276824 -2.634533 -0.490 0.130 -0.430
H -5.738064 6.643576 2.065296 -0.595 0.171 0.005
H -6.829920 8.071229 1.499090 -0.634 -0.919 0.410
H -5.421709 8.425978 2.214852 0.852 -0.378 0.277
H -3.623134 6.370226 1.861525 -0.066 -0.237 0.078
C -5.359423 2.355663 6.024726 -0.074 1.986 0.898
C -5.557847 1.192353 5.131662 1.782 -0.256 -1.222
C -6.943548 0.680819 5.227486 -2.681 -1.804 1.316
C -7.491335 -0.218160 4.111653 1.919 -0.083 0.280
C -7.217861 0.395427 2.768477 -0.781 0.546 0.415
C -5.827554 1.081965 2.541019 -0.947 -2.294 -1.004
N -5.421002 1.770191 3.754452 -0.793 -0.100 -0.168
O -4.158465 2.364331 3.501383 0.074 -0.117 0.429
C -4.798281 -0.007963 2.057231 0.317 0.445 0.149
C -6.031993 2.076474 1.377235 0.134 1.494 0.821
C -4.526269 0.077512 5.534143 -0.344 -0.625 -0.643
H -4.526725 2.990052 5.720966 0.579 -0.548 0.314
H -5.247338 2.110308 7.080832 0.028 -0.136 -0.066
H -6.160394 3.088589 5.927987 -0.555 -0.278 0.103
H -7.021417 0.075808 6.130806 0.428 -0.256 0.325
H -7.731656 1.384497 5.495470 0.389 0.967 -0.569
H -8.552625 -0.456401 4.182291 0.039 0.173 0.353
H -6.952357 -1.165580 4.110727 0.000 -0.318 0.382
H -8.003967 1.147757 2.704168 0.069 0.398 -0.609
H -7.494873 -0.438501 2.123555 0.601 0.549 -1.014
H -5.097005 -0.529972 1.148174 -0.312 0.363 -0.207
H -3.850441 0.493160 1.860874 0.036 0.017 -0.154
H -4.550631 -0.816319 2.745231 -0.361 0.171 0.484
H -6.629248 1.756933 0.523256 0.718 -0.751 -0.160
H -6.602992 2.961039 1.659346 -0.536 -0.103 0.892
H -5.106748 2.612335 1.165389 0.332 -0.752 -0.767
H -4.621141 -0.307098 6.549613 -0.509 0.487 0.260
H -3.463434 0.306087 5.455132 -0.117 0.508 -0.422
H -4.725489 -0.806698 4.928687 0.181 -0.038 -0.209
H -4.337138 3.240069 3.851744 0.443 0.319 -0.281
C -2.619187 -5.091358 0.546624 -0.734 0.305 -0.715
C -2.028806 -3.906404 -0.284498 -1.347 0.052 0.696
C -0.613754 -3.750922 0.137857 1.887 1.392 1.282
C 0.464982 -4.551939 -0.520152 -0.382 -1.420 -0.157
C 0.210425 -4.646313 -1.975940 1.840 0.064 -1.874
C -1.134289 -5.051489 -2.472261 -1.477 -0.764 0.669
N -2.096449 -4.059830 -1.774814 4.053 -0.196 0.980
O -3.351793 -4.263628 -2.148122 -3.342 -0.499 -1.022
C -1.194661 -4.853956 -4.007838 -0.685 0.885 0.493
C -1.437815 -6.581039 -2.157684 -0.516 1.224 0.749
C -2.840818 -2.552418 0.155522 -0.083 -0.302 -0.598
H -3.600472 -5.354424 0.151684 -0.205 0.096 0.117
H -2.730063 -4.764051 1.580393 -0.014 -0.031 0.003
H -2.059486 -6.026599 0.533740 0.431 0.275 -0.113
H -0.355372 -2.696123 0.044389 0.167 0.229 -0.255
H -0.444762 -3.956224 1.194929 -0.767 0.192 0.387
H 0.515645 -5.582977 -0.170169 -0.431 -0.207 0.497
H 1.473886 -4.213650 -0.283978 -0.076 0.538 -0.176
H 0.879581 -5.394315 -2.401193 0.409 0.059 -0.131
H 0.486866 -3.707993 -2.456802 -0.031 0.256 -0.141
H -1.304919 -3.782141 -4.172686 0.944 0.248 -0.196
H -0.322496 -5.311476 -4.474844 0.114 0.330 0.021
H -2.072006 -5.169485 -4.572461 -0.250 -0.884 0.640
H -0.971738 -6.930542 -1.236424 -0.030 0.296 0.222
H -2.515935 -6.545318 -2.001249 -0.119 -0.715 -0.089
H -1.165952 -7.353802 -2.876739 -0.050 0.573 -0.577
H -2.602650 -1.623112 -0.361932 0.667 -0.311 -0.826
H -2.762176 -2.168953 1.172807 0.617 -0.955 0.544
H -3.923701 -2.583685 0.035143 -0.147 -0.736 -0.260
H -3.598623 -3.430473 -2.556187 -0.433 0.028 -0.226
C 0.411506 5.615784 1.312610 0.747 0.277 0.105
C 1.254919 6.504048 2.301288 -0.366 -0.070 -0.794
C 0.586074 6.416415 3.677608 1.893 -0.368 1.315
C 1.019107 5.189015 4.574984 -1.695 -0.276 -1.688
C 2.451354 4.821024 4.441218 2.088 1.898 -0.044
C 3.075303 4.807315 2.944253 -0.086 1.656 3.555
N 2.727797 6.098147 2.334239 -2.130 -0.186 0.785
O 3.214256 6.140447 0.996264 0.155 -0.130 0.265
C 4.583676 4.907997 3.198786 0.169 -0.350 -0.661
C 2.673340 3.509746 2.352325 -0.579 -0.215 -1.119
C 1.319058 8.011825 1.866199 0.140 -1.032 -1.224
H 0.999659 5.368967 0.428722 -0.092 0.366 -0.268
H -0.529719 6.093794 1.041143 0.086 0.158 -0.104
H 0.149556 4.646932 1.737826 0.009 0.004 0.457
H 0.948163 7.306621 4.191924 -0.161 0.113 0.360
H -0.502555 6.470485 3.669468 0.057 0.024 -0.471
H 0.458675 4.320648 4.228661 -0.598 -0.108 0.148
H 0.688429 5.435607 5.583918 0.259 -0.308 0.137
H 2.855131 3.998669 5.031799 -0.743 -0.928 -0.461
H 2.953386 5.586874 5.032420 0.544 0.740 -0.464
H 4.877284 3.999614 3.724845 0.344 0.198 0.283
H 5.165421 4.952851 2.278102 -0.179 -0.199 -0.151
H 4.845333 5.827690 3.722058 -0.229 -0.219 0.372
H 1.685029 3.163569 2.654846 0.058 0.051 0.427
H 2.561651 3.648298 1.276954 0.636 -0.551 -0.316
H 3.428296 2.792671 2.674720 -0.230 -0.373 -0.582
H 1.982515 8.022373 1.001434 0.087 0.165 -0.036
H 1.755391 8.696322 2.593636 -0.251 -0.290 0.294
H 0.397181 8.399653 1.432802 -0.341 -0.067 0.552
H 3.823389 6.873660 1.110044 0.302 0.009 -0.572
C -8.708442 -1.342902 -3.630889 0.289 1.344 0.599
C -8.098123 -0.798310 -2.296000 2.678 -3.018 -2.565
C -8.730576 0.518058 -1.964936 -1.580 0.088 1.232
C -10.001970 0.358193 -1.101054 -0.559 0.004 0.890
C -9.992402 -0.700174 0.043142 0.654 0.256 -1.832
C -9.399658 -2.062528 -0.438795 0.489 -1.009 -0.717
N -8.245826 -1.933448 -1.303133 2.267 2.898 0.536
O -7.591576 -3.182255 -1.624753 -1.297 1.342 -0.589
C -8.868377 -2.800189 0.769520 -0.739 -0.712 1.363
C -10.405495 -2.917197 -1.221153 -1.118 -0.812 1.534
C -6.528152 -0.479261 -2.619526 -0.295 0.069 1.322
H -8.390708 -2.345932 -3.915638 -0.003 0.098 0.291
H -9.785434 -1.271718 -3.478822 -0.088 -0.211 -0.571
H -8.368636 -0.614666 -4.367300 -0.378 -0.193 -0.517
H -8.010565 1.245447 -1.589963 -0.028 -0.201 0.471
H -9.192579 0.988976 -2.832625 0.755 -0.153 -0.579
H -10.242486 1.309994 -0.627421 0.099 0.213 -0.027
H -10.853063 0.205146 -1.764620 -0.011 -0.391 -0.114
H -11.002270 -0.915671 0.392178 -0.060 0.104 -0.055
H -9.466397 -0.208720 0.861614 0.418 -0.640 0.171
H -8.822823 -3.886169 0.687800 0.453 -0.012 -0.620
H -9.541227 -2.726571 1.623892 -0.199 0.497 0.181
H -7.904611 -2.387329 1.067540 -0.002 -0.090 -0.027
H -11.178036 -3.190674 -0.502471 -1.022 0.676 -0.159
H -10.107578 -3.954041 -1.377072 1.085 0.269 -0.568
H -10.779316 -2.497721 -2.155170 -0.111 0.078 0.361
H -5.953798 -0.350521 -1.702113 -0.216 -0.427 0.641
H -5.912900 -1.156989 -3.211353 -0.681 -0.477 -0.183
H -6.324844 0.513581 -3.020795 -0.832 0.134 -0.620
H -6.858892 -3.256092 -1.008863 0.141 0.279 0.194
C 4.204706 -2.267161 -4.845088 -0.878 -1.610 0.369
C 4.140738 -3.801333 -5.264466 -0.721 -1.504 -0.509
C 5.286363 -4.095230 -6.278425 0.400 0.499 1.383
C 5.503436 -5.512822 -6.664601 -0.528 -1.515 -0.110
C 5.673231 -6.511727 -5.495768 -1.704 1.096 0.411
C 4.546032 -6.256245 -4.352944 -0.396 0.663 -1.064
N 4.320532 -4.791912 -4.101734 1.804 0.816 -0.907
O 3.451898 -4.603371 -2.984222 -0.306 0.068 -1.051
C 3.225974 -7.046254 -4.784916 0.386 0.564 1.060
C 5.144107 -6.804678 -3.071130 -0.070 -1.049 0.648
C 2.833999 -4.200835 -6.007717 -1.113 1.446 0.047
H 3.841644 -1.650816 -5.667524 0.735 -0.046 -0.347
H 5.178898 -2.010874 -4.428713 0.153 0.078 -0.521
H 3.489592 -1.984435 -4.072577 -0.217 -0.543 0.318
H 5.176028 -3.523409 -7.199814 -0.141 0.425 0.248
H 6.223338 -3.846819 -5.779952 0.163 0.709 -0.028
H 6.313516 -5.517802 -7.393878 0.334 -0.328 0.219
H 4.662805 -5.926694 -7.221504 -0.257 0.258 -0.217
H 6.662112 -6.546650 -5.038620 -0.029 0.125 -0.110
H 5.381325 -7.473281 -5.918036 0.557 -0.282 0.287
H 2.716983 -6.763361 -5.706326 0.717 0.048 -0.181
H 3.424663 -8.117960 -4.792076 0.047 -0.013 -0.035
H 2.457984 -6.855630 -4.035290 0.030 -0.101 0.336
H 6.099728 -6.344568 -2.819772 0.244 -0.131 -0.537
H 4.630930 -6.755439 -2.110755 -0.928 0.498 -0.389
H 5.219202 -7.883754 -3.205475 0.648 -0.158 -0.098
H 2.832587 -5.017818 -6.729260 0.631 -0.292 0.550
H 2.433071 -3.412342 -6.644603 0.263 0.645 0.025
H 2.024376 -4.345333 -5.292360 0.021 -0.302 0.155
H 3.984498 -4.066159 -2.393178 0.107 -0.008 0.147
C 0.177236 1.796745 6.663171 1.604 -0.277 -2.052
C 1.092469 0.463720 6.593458 0.621 -0.395 1.146
C 1.069343 -0.150058 7.993471 -0.157 2.437 1.441
C 1.716435 -1.449636 8.276095 -0.134 -0.939 -1.137
C 0.997585 -2.459159 7.335218 1.006 0.860 1.207
C 0.967693 -2.046388 5.845677 0.548 -0.008 -0.113
N 0.542790 -0.598715 5.744293 -1.480 -0.523 0.894
O 0.343381 -0.134283 4.441787 0.618 -0.345 -0.877
C 2.374509 -2.317730 5.128181 -0.952 -0.629 1.120
C -0.034267 -3.071755 5.198191 -0.094 1.622 -0.279
C 2.596169 0.783936 6.184926 -0.967 0.468 -0.626
H 0.004481 2.030942 5.612738 -0.697 -0.148 -0.221
H 0.762396 2.693449 6.867173 0.544 -0.274 0.714
H -0.749498 1.917798 7.224059 0.091 -0.987 0.118
H 1.413796 0.626352 8.676590 0.900 0.255 -0.011
H 0.061207 -0.143302 8.407863 -0.618 -0.621 -0.671
H 1.531183 -1.683379 9.324496 0.098 -0.306 -0.025
H 2.792864 -1.481324 8.107570 0.091 0.265 -0.007
H 0.005619 -2.497317 7.785383 -0.345 -0.348 -0.586
H 1.496942 -3.417469 7.477972 -0.244 -0.277 -0.432
H 2.372158 -3.378959 4.879428 -0.087 0.023 -0.622
H 2.540136 -1.686036 4.255470 -0.090 -0.114 0.080
H 3.220793 -2.298914 5.814880 0.011 0.714 0.124
H -1.077094 -2.998972 5.506913 0.044 0.419 0.523
H -0.069514 -2.829733 4.135989 0.239 -0.655 -0.260
H 0.275776 -4.085195 5.452961 0.262 0.096 -0.438
H 2.669586 1.059810 5.132976 -0.455 0.064 -0.274
H 3.253018 -0.084710 6.230873 -0.174 0.022 0.589
H 3.020040 1.651629 6.690444 -0.033 -0.224 0.494
H -0.586412 0.101578 4.403599 -0.197 -0.086 0.014
```
Forces are in eV/Å.

Relative energy (zero: lowest compared OMol25 entry of this formula, charge and spin)   176.2 kcal/mol
HOMO energy   -7.692 eV
E_LUMO   0.22 eV
E   -5131.2816 Eh
SMILES   CC1(C)CCCC(C)(C)N1O.CC1(C)CCCC(C)(C)N1O.CC1(C)CCCC(C)(C)N1O.CC1(C)CCCC(C)(C)N1O.CC1(C)CCCC(C)(C)N1O.CC1(C)CCCC(C)(C)N1O.CC1(C)CCCC(C)(C)N1O.CC1(C)CCCC(C)(C)N1O.CC1(C)CCCC(C)(C)N1O.CC1(C)CCCC(C)(C)N1O.COC[C@H](C)N
Largest force on an atom   0.093 Eh/bohr
Gap between HOMO and LUMO   7.91 eV

Here are the Löwdin charges for atoms 1 to 2, given in e:
1 C -0.0392
2 C -0.4208